Entry 1:
36
Properties=species:S:1:pos:R:3 method="wB97M-V/def2-TZVPD" e_lumo_ev=-2.7717 total_charge=0 e_homo_ev=-8.6
C -1.27 -0.81 -3.21
C -1.30 -1.83 -2.17
C -2.05 -1.29 -1.03
H -0.80 -2.80 -2.19
C -2.45 0.07 -1.38
C -1.98 0.36 -2.71
H -2.02 1.34 -3.21
H -0.73 -0.90 -4.15
H -2.17 -1.78 -0.05
H -2.97 0.77 -0.69
Pb -0.02 -0.01 -0.93
Br 1.04 -2.38 0.27
C 2.09 1.20 -0.95
C 1.26 2.00 -1.86
C 1.09 1.26 -3.08
H 0.74 2.94 -1.58
C 1.80 -0.02 -2.94
C 2.43 -0.04 -1.64
H 3.01 -0.86 -1.21
H 2.32 1.43 0.10
H 0.46 1.53 -3.92
H 1.81 -0.85 -3.65
C 1.72 -0.40 3.17
Si 0.00 -0.02 2.61
C -1.26 -1.27 3.11
C -0.49 1.73 3.07
O -0.15 0.35 0.95
H 1.68 -0.33 4.29
H 2.44 0.33 2.80
H 2.05 -1.40 2.89
H -1.29 -1.22 4.23
H -2.25 -1.01 2.73
H -0.99 -2.27 2.80
H 0.23 2.45 2.69
H -1.48 1.96 2.67
H -0.51 1.75 4.19


Entry 2:
185
Properties=species:S:1:pos:R:3 method="wB97M-V/def2-TZVPD" relative_energy_ev=0.000 e_lumo_ev=0.5886 total_charge=0 e_homo_ev=-9.0
C 1.99 -1.75 -6.05
C 1.48 -2.12 -4.68
C 0.00 -2.32 -4.93
O -0.31 -1.31 -5.82
C 0.84 -0.95 -6.60
H 2.13 -2.67 -6.63
H 2.89 -1.16 -5.96
H 1.68 -1.23 -4.09
H 1.93 -3.02 -4.25
H -0.66 -2.35 -4.07
H -0.21 -3.24 -5.49
H 1.00 0.12 -6.47
H 0.58 -1.24 -7.62
C -1.50 -2.17 6.64
C -0.88 -1.04 5.85
C -1.31 -1.36 4.44
O -1.76 -2.73 4.43
C -2.37 -2.97 5.62
H -2.13 -1.84 7.46
H -0.77 -2.87 7.05
H 0.20 -1.02 5.96
H -1.21 -0.05 6.17
H -0.44 -1.28 3.77
H -2.05 -0.64 4.10
H -2.45 -3.98 6.02
H -3.41 -2.65 5.60
C -2.74 -5.29 1.08
C -1.38 -4.96 1.61
C -1.02 -6.11 2.52
O -1.67 -7.19 1.99
C -2.59 -6.76 0.97
H -2.97 -4.70 0.20
H -3.53 -5.18 1.82
H -1.32 -4.02 2.15
H -0.68 -4.82 0.80
H -1.27 -5.95 3.56
H 0.06 -6.22 2.35
H -3.59 -7.17 1.09
H -2.13 -7.07 0.02
C 3.91 3.18 0.24
C 2.87 3.49 -0.88
C 3.38 4.85 -1.26
O 4.83 4.75 -1.15
C 5.20 3.58 -0.41
H 3.86 2.12 0.48
H 3.66 3.80 1.10
H 1.85 3.51 -0.49
H 2.87 2.85 -1.76
H 3.00 5.53 -0.51
H 3.14 5.23 -2.26
H 6.00 3.74 0.32
H 5.54 2.84 -1.14
C 5.07 1.73 -4.37
C 4.44 3.09 -4.59
C 3.14 2.83 -5.33
O 2.78 1.46 -4.98
C 3.79 0.84 -4.17
H 5.72 1.76 -3.50
H 5.62 1.48 -5.28
H 5.06 3.77 -5.18
H 4.17 3.61 -3.67
H 3.23 3.00 -6.40
H 2.48 3.65 -5.04
H 4.00 -0.17 -4.53
H 3.41 0.81 -3.15
C 4.39 -2.64 -1.18
C 5.53 -2.27 -2.23
C 5.96 -0.93 -1.61
O 4.76 -0.34 -1.17
C 3.66 -1.32 -1.02
H 4.84 -2.89 -0.22
H 3.71 -3.42 -1.51
H 5.07 -1.99 -3.17
H 6.26 -3.07 -2.30
H 6.48 -0.26 -2.29
H 6.61 -1.09 -0.75
H 2.88 -1.20 -1.77
H 3.39 -1.19 0.03
C 3.22 1.52 5.05
C 3.32 2.82 4.27
C 2.01 2.81 3.47
O 1.52 1.43 3.60
C 2.51 0.57 4.12
H 2.65 1.57 5.97
H 4.19 1.09 5.30
H 4.18 2.76 3.60
H 3.41 3.61 5.01
H 2.05 3.08 2.42
H 1.25 3.44 3.93
H 3.16 0.18 3.35
H 2.05 -0.18 4.76
C 0.37 0.48 -1.03
C 0.28 0.32 0.48
C -0.87 -0.76 0.72
O -1.31 -1.00 -0.60
C -0.30 -0.75 -1.59
H 1.32 0.84 -1.44
H -0.31 1.29 -1.30
H 0.08 1.25 1.00
H 1.20 -0.04 0.94
H -1.73 -0.47 1.33
H -0.58 -1.72 1.16
H -0.73 -0.49 -2.56
H 0.36 -1.61 -1.69
C -0.47 3.10 -5.18
C -0.42 4.54 -4.78
C -0.38 4.60 -3.26
O -1.23 3.50 -2.98
C -0.87 2.43 -3.89
H 0.52 2.72 -5.44
H -1.21 2.87 -5.94
H -1.33 5.05 -5.07
H 0.46 4.99 -5.25
H -0.96 5.40 -2.81
H 0.62 4.64 -2.83
H -1.69 1.71 -3.94
H -0.02 1.84 -3.56
C -2.32 4.16 3.46
C -3.82 4.18 3.15
C -4.19 2.80 3.79
O -3.17 1.95 3.21
C -1.95 2.73 3.10
H -2.14 4.33 4.52
H -1.74 4.92 2.93
H -3.93 4.05 2.07
H -4.32 5.07 3.54
H -5.15 2.55 3.36
H -4.27 2.77 4.88
H -1.51 2.75 2.11
H -1.26 2.38 3.87
N 1.62 -3.16 2.38
C 1.91 -3.25 3.71
C 2.53 -4.43 4.24
C 2.98 -5.41 3.34
C 2.67 -5.27 1.94
C 2.03 -4.10 1.52
H 1.68 -2.40 4.34
H 2.75 -4.50 5.30
H 3.58 -6.23 3.72
H 3.11 -5.95 1.23
H 1.93 -3.94 0.46
N -0.26 -4.54 -2.38
C -1.48 -4.03 -1.90
C -2.69 -4.25 -2.60
C -2.64 -5.03 -3.77
C -1.45 -5.66 -4.15
C -0.26 -5.37 -3.45
H -1.43 -3.37 -1.05
H -3.63 -3.79 -2.32
H -3.54 -5.17 -4.34
H -1.43 -6.34 -4.98
H 0.67 -5.85 -3.74
N -7.01 -1.68 3.81
C -6.39 -0.65 3.22
C -5.13 -0.80 2.57
C -4.44 -2.04 2.64
C -5.12 -3.08 3.32
C -6.36 -2.87 3.88
H -6.86 0.32 3.19
H -4.65 -0.04 1.97
H -3.48 -2.22 2.18
H -4.67 -4.06 3.42
H -6.82 -3.59 4.53
N -4.40 2.35 -0.59
C -5.64 2.21 -0.15
C -6.36 1.03 -0.10
C -5.68 -0.12 -0.53
C -4.40 -0.05 -1.02
C -3.79 1.23 -1.01
H -6.16 3.09 0.20
H -7.32 0.95 0.38
H -6.24 -1.04 -0.57
H -3.89 -0.90 -1.45
H -2.78 1.37 -1.36
N 0.19 5.22 0.14
C 0.28 6.57 0.13
C -0.88 7.38 0.13
C -2.14 6.76 0.08
C -2.23 5.35 0.06
C -1.02 4.66 0.03
H 1.26 7.02 0.23
H -0.77 8.46 0.16
H -3.03 7.37 0.06
H -3.19 4.85 0.01
H -1.02 3.58 -0.01


Entry 3:
30
Properties=species:S:1:pos:R:3 method="wB97M-V/def2-TZVPD" relative_energy_ev=0.000 e_lumo_ev=-3.4038 total_charge=+1 e_homo_ev=-11.9
C 3.48 -0.27 0.23
C 3.11 -1.29 -0.56
C 1.80 -1.36 -1.32
C 0.62 -0.98 -0.45
N -0.43 -0.25 -1.20
C -1.47 0.02 -0.29
N -1.82 1.26 -0.07
N -2.85 1.50 0.85
C -1.17 2.40 -0.78
N 0.20 2.53 -0.37
N -2.00 -1.05 0.35
C -0.89 -1.75 1.10
S -1.57 -3.11 2.04
O 0.05 -2.14 0.16
H 4.04 -0.47 1.13
H 3.29 0.77 -0.02
H 3.80 -2.12 -0.72
H 1.65 -2.39 -1.67
H 1.79 -0.71 -2.19
H 0.96 -0.30 0.33
H -0.83 -0.91 -1.87
H -3.26 2.40 0.68
H -2.48 1.46 1.80
H -1.76 3.28 -0.54
H -1.24 2.21 -1.84
H 0.32 3.09 0.45
H 0.80 2.84 -1.12
H -2.80 -0.84 0.93
H -0.43 -1.02 1.78
H -0.91 -2.82 3.17


Entry 4:
10
Properties=species:S:1:pos:R:3 method="wB97M-V/def2-TZVPD" relative_energy_ev=1.772 e_lumo_ev=-1.3246 total_charge=0 e_homo_ev=-9.5
S -2.54 -0.39 0.00
C -1.16 0.63 0.00
C 0.12 0.16 0.00
N 0.51 -1.16 0.00
C 1.81 -1.03 0.00
N 2.25 0.31 -0.01
N 1.20 1.04 0.00
H -3.46 0.58 0.01
H -1.27 1.71 0.01
H 2.52 -1.86 0.00